[1]
Computed, not measured: 2 unconnected molecules or ions with the total composition C5H8N2, with the ωB97M-V functional and the def2-TZVPD basis.

Last column: natural (NBO) charge in e.
Atoms and positions in Å:
H1 -1.97 0.67 0.82  0.227
H2 0.29 -1.82 -2.28  0.223
C1 -0.09 -1.68 -1.28  -0.440
H3 1.78 -2.45 -0.30  0.224
H4 0.33 -2.49 0.77  0.220
N1 1.36 1.07 0.77  -0.639
H5 1.64 0.43 1.51  0.340
N2 0.55 0.57 -0.21  -0.208
C2 0.49 -0.65 -0.44  0.184
H6 -1.16 -1.88 -1.21  0.217
H7 -1.54 3.83 0.00  0.229
C3 0.80 -2.05 -0.10  -0.489
H8 0.99 1.95 1.11  0.373
C4 -1.69 2.83 0.27  -0.248
C5 -1.80 1.68 0.58  -0.212

Properties
M: 96.13 g mol⁻¹
multiplicity: 1
energy relative to the best compared isomer or geometry (same formula, charge and spin): 5.139 eV
SMILES string: NN=C1CC1.C#C
gap between HOMO and LUMO: 0.3604 hartree
total charge: 0


[2]
Computed, not measured: a single C3H9N3O molecule, with the ωB97M-V functional and the def2-TZVPD basis.

Last column: natural (NBO) charge in e.
Atoms and positions in Å:
H1 2.76 1.53 -1.26  0.392
H2 1.62 -0.32 -1.74  0.162
O1 -2.09 -2.15 1.24  -0.617
N1 1.73 1.69 -1.22  -0.883
N2 -1.67 0.04 1.75  -0.815
C1 0.94 0.48 -1.36  -0.024
H3 -0.88 0.63 1.65  0.395
H4 1.25 2.45 -0.81  0.387
H5 -0.11 -1.90 -0.11  0.206
N3 0.45 0.10 0.04  -0.680
H6 1.11 -0.11 0.82  0.372
C2 -0.56 -0.95 -0.05  -0.351
H7 -1.28 -0.67 -0.74  0.229
H8 -1.95 -0.23 2.70  0.394
H9 0.11 0.54 -1.97  0.175
C3 -1.44 -1.12 1.07  0.658

Properties
M: 103.12 g mol⁻¹
multiplicity: 1
energy relative to the best compared isomer or geometry (same formula, charge and spin): 1.583 eV
SMILES string: NCNCC(N)=O
gap between HOMO and LUMO: 0.3715 hartree
total charge: 0


[3]
Computed, not measured: a single CH2NO2P molecule, with the ωB97M-V functional and the def2-TZVPD basis.

Last column: natural (NBO) charge in e.
Atoms and positions in Å:
H1 -0.92 1.99 0.87  -0.057
N1 0.89 0.65 -0.14  -0.954
O1 0.09 -1.52 0.32  -0.517
O2 -1.70 -0.17 0.13  -0.929
C1 0.81 -0.78 -0.33  0.472
P1 -0.64 0.85 0.24  1.851
H2 1.48 -1.02 -1.09  0.134

Properties
M: 91.01 g mol⁻¹
multiplicity: 1
energy relative to the best compared isomer or geometry (same formula, charge and spin): 2.297 eV
gap between HOMO and LUMO: 0.3396 hartree
total charge: 0


[4]
Computed, not measured: a molecular structure, CAuNO5S2, with the ωB97M-V functional and the def2-TZVPD basis.

Last column: Löwdin spin population.
Atoms and positions in Å:
O1 0.25 -1.45 0.80  0.193
S1 0.94 0.45 -2.53  0.254
O2 2.24 0.54 -1.80  0.252
S2 -1.85 0.98 -1.82  0.395
Au1 -0.71 0.06 0.39  0.345
O3 -2.41 0.50 -0.41  0.269
O4 0.15 0.40 1.99  0.182
N1 -0.23 0.80 -1.54  0.074
C1 0.52 -0.85 2.00  -0.004
O5 1.10 -1.41 2.93  0.040

Properties
M: 367.11 g mol⁻¹
<S²>: 2.0743
multiplicity: 3
energy relative to the best compared isomer or geometry (same formula, charge and spin): 0.000 eV
gap between HOMO and LUMO (alpha / beta): 0.2093 / 0.2048 hartree
total charge: 0